# 1
Computed, not measured: C5H6O as an isolated structure, with wB97M-V/def2-TZVPD.

Summary:
LUMO: 0.84 eV
Energy relative to the best compared isomer or geometry (same formula, charge and spin): 5.525 eV
Kohn-Sham gap: 9.8 eV
E_HOMO: -8.984 eV
Max |F|: 0.5 eV Å⁻¹
Calculated total energy: -269.1432 a.u.

```
12
Properties=species:S:1:pos:R:3:forces:R:3:nbo_charge:R:1
O -0.199 -1.099 -0.695 0.098 -0.227 0.017 -0.52
C 1.202 0.906 -0.069 0.004 -0.051 0.043 -0.65
C -1.285 0.073 -0.003 -0.202 0.247 -0.132 0.10
C -0.029 0.335 -0.719 0.001 0.240 -0.017 0.05
C -1.264 -0.386 1.367 0.317 -0.293 -0.290 -0.29
C -0.517 -1.382 1.001 -0.109 -0.005 0.229 -0.03
H -2.202 0.061 -0.591 0.128 0.008 0.098 0.23
H 2.090 0.590 -0.623 -0.130 0.041 0.059 0.23
H -0.058 -2.338 1.198 -0.075 0.159 -0.002 0.23
H -0.181 0.668 -1.748 -0.002 -0.017 0.144 0.21
H 1.156 2.000 -0.084 -0.012 -0.155 -0.015 0.22
H 1.288 0.571 0.967 -0.018 0.051 -0.133 0.24
```
Positions in Å, forces in eV/Å.

# 2
Computed, not measured: an isolated molecule of C5H6O in a non-equilibrium geometry, with wB97M-V/def2-TZVPD.

Summary:
LUMO: 0.78 eV
Energy relative to the best compared isomer or geometry (same formula, charge and spin): 2.117 eV
Kohn-Sham gap: 10.8 eV
SMILES: C#CCCC=O
E_HOMO: -10.053 eV
Max |F|: 4.1 eV Å⁻¹
Calculated total energy: -269.2684 a.u.

```
12
Properties=species:S:1:pos:R:3:forces:R:3:nbo_charge:R:1
O -1.884 -1.259 -0.635 0.565 2.139 3.461 -0.53
C -1.692 -0.509 0.354 -0.019 -0.863 -3.469 0.43
C 1.520 -0.322 -0.307 -0.584 0.294 -0.154 -0.01
C 0.425 0.546 -0.739 -0.637 -0.350 0.237 -0.49
C -0.672 0.654 0.321 -1.039 0.382 0.696 -0.49
C 2.383 -0.996 0.167 0.587 -0.513 0.586 -0.24
H 0.818 1.518 -0.989 0.088 0.399 -0.073 0.24
H -0.108 0.157 -1.593 0.296 -0.270 -0.661 0.26
H 3.114 -1.589 0.683 -0.190 0.185 -0.378 0.24
H -1.336 1.583 0.155 1.003 -1.208 0.263 0.24
H -0.227 0.730 1.325 -0.255 0.197 -0.189 0.23
H -2.341 -0.512 1.258 0.186 -0.390 -0.319 0.13
```
Positions in Å, forces in eV/Å.

# 3
Computed, not measured: C5H6O as an isolated structure, with wB97M-V/def2-TZVPD.

Summary:
LUMO: 1.14 eV
Energy relative to the best compared isomer or geometry (same formula, charge and spin): 3.080 eV
Kohn-Sham gap: 10.4 eV
E_HOMO: -9.288 eV
Max |F|: 0.7 eV Å⁻¹
Calculated total energy: -269.2331 a.u.

```
12
Properties=species:S:1:pos:R:3:forces:R:3:nbo_charge:R:1
O -1.214 -0.853 -0.656 -0.005 0.020 -0.250 -0.50
C 1.097 -0.368 -0.433 0.105 -0.015 -0.141 -0.41
C -0.097 -1.091 0.207 0.216 -0.263 0.249 0.10
C -1.143 0.505 -0.273 -0.241 0.372 -0.243 0.06
C -0.414 0.304 1.000 -0.088 -0.131 0.090 -0.28
C 0.328 0.907 -0.176 0.163 0.281 -0.221 -0.27
H -0.581 0.767 1.974 0.088 -0.676 -0.148 0.24
H -0.009 -2.159 0.431 -0.118 0.445 0.569 0.21
H 1.369 -0.632 -1.460 -0.103 -0.089 0.087 0.20
H -1.966 1.156 -0.537 0.152 0.014 0.045 0.21
H 0.671 1.925 -0.314 -0.099 -0.083 0.136 0.23
H 1.959 -0.459 0.237 -0.069 0.125 -0.172 0.21
```
Positions in Å, forces in eV/Å.

# 4
Computed, not measured: an isolated molecule of C5H6O in a non-equilibrium geometry, with wB97M-V/def2-TZVPD.

Summary:
LUMO: 0.82 eV
Energy relative to the best compared isomer or geometry (same formula, charge and spin): 2.527 eV
Kohn-Sham gap: 10.7 eV
SMILES: C#CCCC=O
E_HOMO: -9.891 eV
Max |F|: 2.0 eV Å⁻¹
Calculated total energy: -269.2534 a.u.

```
12
Properties=species:S:1:pos:R:3:forces:R:3:nbo_charge:R:1
O 1.713 -1.185 1.654 -0.447 -0.134 -0.165 -0.52
C 0.254 0.412 -0.248 -0.036 0.272 0.191 -0.50
C 0.647 -1.617 1.287 0.271 0.250 0.060 0.45
C -0.585 1.074 -1.237 -0.412 0.271 -0.393 0.00
C -1.348 1.933 -1.613 0.381 -0.758 -0.957 -0.26
C -0.240 -0.961 0.252 -0.033 0.255 0.061 -0.51
H 0.255 -2.575 1.702 0.058 0.193 -0.106 0.11
H 0.069 1.301 0.374 0.710 -1.069 1.571 0.27
H -1.249 -0.884 0.673 0.067 0.011 0.013 0.24
H -0.344 -1.710 -0.558 0.114 0.450 0.071 0.24
H -1.912 2.519 -2.288 -0.353 0.324 0.029 0.23
H 1.334 0.406 -0.434 -0.319 -0.066 -0.374 0.25
```
Positions in Å, forces in eV/Å.

# 5
Computed, not measured: an isolated molecule of C5H6O in a non-equilibrium geometry, with wB97M-V/def2-TZVPD.

Summary:
LUMO: 0.40 eV
Energy relative to the best compared isomer or geometry (same formula, charge and spin): 3.479 eV
Kohn-Sham gap: 8.7 eV
SMILES: C=C=C=COC
E_HOMO: -8.263 eV
Max |F|: 1.3 eV Å⁻¹
Calculated total energy: -269.2184 a.u.

```
12
Properties=species:S:1:pos:R:3:forces:R:3:nbo_charge:R:1
O 0.862 1.588 0.323 1.248 0.347 0.183 -0.50
C -0.838 -2.230 -0.274 0.358 0.336 0.168 -0.54
C 1.248 -0.736 0.195 -1.079 0.063 -0.383 -0.23
C 0.222 -1.490 0.004 0.109 -0.202 -0.170 0.10
C -0.535 1.594 0.154 -0.890 0.059 -0.223 -0.26
C 1.677 0.520 0.121 -0.330 -0.096 0.079 0.19
H 2.722 0.822 -0.044 -0.663 -0.082 0.062 0.20
H -0.782 -3.102 -0.934 -0.082 0.215 0.582 0.23
H -1.104 1.322 1.057 0.478 0.003 -0.058 0.18
H -0.759 2.640 -0.097 -0.057 -0.363 0.150 0.20
H -1.793 -1.891 0.157 0.363 -0.302 -0.519 0.23
H -0.921 0.964 -0.662 0.545 0.023 0.129 0.19
```
Positions in Å, forces in eV/Å.

# 6
Computed, not measured: an isolated molecule of C5H6O in a non-equilibrium geometry, with wB97M-V/def2-TZVPD.

Summary:
LUMO: 0.20 eV
Energy relative to the best compared isomer or geometry (same formula, charge and spin): 1.465 eV
Kohn-Sham gap: 9.6 eV
SMILES: O=C1C=CCC1
E_HOMO: -9.374 eV
Max |F|: 4.8 eV Å⁻¹
Calculated total energy: -269.2924 a.u.

```
12
Properties=species:S:1:pos:R:3:forces:R:3:nbo_charge:R:1
O -1.241 1.956 -0.593 -0.706 -0.659 0.087 -0.51
C -0.657 0.974 -0.197 1.681 3.115 0.687 0.55
C -0.831 0.236 1.094 -0.209 0.251 0.098 -0.33
C 0.699 0.519 -0.798 -1.034 0.800 -0.112 -0.50
C 0.524 -0.870 -0.331 -2.427 -2.649 -3.115 -0.43
C -0.073 -0.853 1.019 -0.190 0.396 0.547 -0.11
H 0.055 -1.644 1.745 0.003 0.123 0.089 0.22
H 0.691 0.636 -1.886 0.048 -0.006 0.240 0.23
H -1.416 0.629 1.911 -0.205 -0.181 -0.057 0.23
H -0.525 -1.038 -1.004 2.970 -1.111 1.157 0.20
H 1.247 -1.633 -0.594 0.147 -0.027 0.187 0.23
H 1.526 1.088 -0.367 -0.078 -0.051 0.193 0.22
```
Positions in Å, forces in eV/Å.

# 7
Computed, not measured: an isolated molecule of C5H6O in a non-equilibrium geometry, with wB97M-V/def2-TZVPD.

Summary:
LUMO: 0.92 eV
Energy relative to the best compared isomer or geometry (same formula, charge and spin): 2.799 eV
Kohn-Sham gap: 9.9 eV
SMILES: C=C=CCC=O
E_HOMO: -8.972 eV
Max |F|: 4.1 eV Å⁻¹
Calculated total energy: -269.2434 a.u.

```
12
Properties=species:S:1:pos:R:3:forces:R:3:nbo_charge:R:1
O 0.495 -1.651 0.053 0.653 0.347 0.571 -0.52
C 1.351 -0.796 -0.088 -2.819 -3.007 -0.350 0.41
C -1.288 0.311 0.140 0.602 -0.133 -0.161 0.12
C 1.205 0.595 0.054 -0.268 3.563 1.490 -0.54
C -2.141 -0.672 -0.033 0.744 1.727 -1.095 -0.46
C -0.242 1.112 0.189 -0.284 1.685 -0.564 -0.32
H 1.769 0.896 0.961 -0.211 -0.222 0.046 0.26
H -2.251 -0.929 -1.117 -0.583 -0.207 1.322 0.24
H 1.889 1.069 -0.689 -1.077 0.017 -0.052 0.24
H -0.400 2.267 0.226 0.353 -2.253 -0.064 0.23
H -2.601 -1.093 0.838 -0.350 -0.634 -0.151 0.23
H 2.214 -1.109 -0.534 3.238 -0.882 -0.991 0.11
```
Positions in Å, forces in eV/Å.

# 8
Computed, not measured: an isolated molecule of C5H6O, with wB97M-V/def2-TZVPD.

Summary:
LUMO: 0.36 eV
Energy relative to the best compared isomer or geometry (same formula, charge and spin): 1.986 eV
Kohn-Sham gap: 10.6 eV
SMILES: CCC#CC=O
E_HOMO: -10.274 eV
Max |F|: 0.6 eV Å⁻¹
Calculated total energy: -269.2733 a.u.

```
12
Properties=species:S:1:pos:R:3:forces:R:3:nbo_charge:R:1
O 2.957 1.540 1.142 0.071 -0.308 -0.293 -0.49
C -0.911 -0.813 -0.156 0.002 -0.059 0.040 -0.49
C 0.449 -0.307 -0.271 0.516 0.158 0.277 0.11
C -1.942 0.320 0.007 -0.094 0.009 0.026 -0.60
C 2.819 0.547 0.464 0.103 0.291 0.181 0.36
C 1.553 0.153 -0.106 -0.500 -0.201 -0.015 -0.16
H -2.100 0.546 1.064 0.113 0.047 -0.121 0.22
H -1.600 1.234 -0.488 -0.135 -0.206 0.037 0.22
H -0.852 -1.419 0.752 -0.303 -0.086 -0.004 0.24
H 3.647 -0.162 0.296 0.044 0.107 -0.028 0.13
H -1.170 -1.511 -0.956 0.096 0.228 -0.091 0.24
H -2.910 0.032 -0.409 0.088 0.020 -0.008 0.21
```
Positions in Å, forces in eV/Å.

# 9
Computed, not measured: C5H6O as an isolated structure in a non-equilibrium geometry, with wB97M-V/def2-TZVPD.

Summary:
LUMO: 0.09 eV
Energy relative to the best compared isomer or geometry (same formula, charge and spin): 3.285 eV
Kohn-Sham gap: 9.0 eV
E_HOMO: -8.939 eV
Max |F|: 2.8 eV Å⁻¹
Calculated total energy: -269.2255 a.u.

```
12
Properties=species:S:1:pos:R:3:forces:R:3:nbo_charge:R:1
O -2.378 -0.456 -0.432 -0.334 -0.903 0.135 -0.64
C -0.298 -0.957 0.851 -0.090 0.066 0.315 -0.25
C 0.792 -0.204 1.003 -0.147 -0.171 -0.034 -0.17
C -1.153 -0.429 -0.303 -0.717 1.356 1.305 0.23
C -0.250 0.465 -0.990 -0.080 -0.769 -0.425 -0.14
C 0.884 0.849 -0.079 0.069 -0.574 -0.385 -0.50
H -0.615 -1.790 1.461 -0.042 0.083 0.131 0.23
H 1.520 -0.283 1.803 -0.068 -0.074 -0.166 0.22
H 0.693 1.857 0.361 -0.279 -0.507 -0.392 0.26
H -0.570 1.100 -1.814 -0.063 -0.466 0.040 0.24
H -0.468 -1.106 -1.267 1.632 2.191 -0.726 0.28
H 1.842 0.954 -0.593 0.117 -0.233 0.203 0.24
```
Positions in Å, forces in eV/Å.

# 10
Computed, not measured: an isolated molecule of C5H6O, with wB97M-V/def2-TZVPD.

Summary:
LUMO: 1.05 eV
Energy relative to the best compared isomer or geometry (same formula, charge and spin): 2.877 eV
Kohn-Sham gap: 10.9 eV
SMILES: C#C[C@@H]1O[C@@H]1C
E_HOMO: -9.857 eV
Max |F|: 0.5 eV Å⁻¹
Calculated total energy: -269.2405 a.u.

```
12
Properties=species:S:1:pos:R:3:forces:R:3:nbo_charge:R:1
O -0.380 1.507 0.558 -0.010 0.252 -0.038 -0.47
C 1.399 -0.172 0.923 -0.027 -0.004 -0.040 -0.65
C -0.878 -0.530 -2.509 0.119 0.260 0.404 -0.20
C -0.837 0.000 -1.428 0.011 -0.267 -0.403 -0.05
C -1.042 0.412 -0.053 -0.134 -0.222 -0.071 -0.02
C -0.064 0.204 1.036 0.076 -0.149 0.201 0.09
H -2.101 0.389 0.213 0.185 -0.198 0.020 0.21
H 1.834 -0.184 1.929 -0.063 -0.009 -0.196 0.22
H 1.590 -1.147 0.466 -0.208 0.088 0.017 0.22
H -0.531 -0.071 1.983 0.082 0.259 -0.003 0.18
H 1.922 0.597 0.348 -0.104 -0.168 -0.032 0.24
H -0.913 -1.005 -3.465 0.072 0.158 0.140 0.24
```
Positions in Å, forces in eV/Å.

# 11
Computed, not measured: C5H6O as an isolated structure, with wB97M-V/def2-TZVPD.

Summary:
LUMO: 1.02 eV
Energy relative to the best compared isomer or geometry (same formula, charge and spin): 3.009 eV
Kohn-Sham gap: 11.0 eV
E_HOMO: -9.958 eV
Max |F|: 0.6 eV Å⁻¹
Calculated total energy: -269.2357 a.u.

```
12
Properties=species:S:1:pos:R:3:forces:R:3:nbo_charge:R:1
O 0.095 0.180 -1.663 0.059 -0.039 -0.255 -0.52
C 1.142 0.294 -0.697 0.449 0.153 0.105 -0.05
C -0.403 -0.908 -0.878 -0.234 -0.362 0.021 -0.05
C -0.633 0.605 1.149 -0.236 0.230 0.282 -0.02
C -1.356 1.284 1.833 0.353 -0.205 -0.334 -0.23
C 0.230 -0.305 0.396 0.072 -0.083 0.092 -0.34
H 1.903 -0.483 -0.921 0.057 0.570 0.096 0.16
H 0.189 -1.809 -1.135 -0.616 0.006 0.025 0.16
H -1.982 1.908 2.436 0.132 -0.154 -0.165 0.24
H -1.484 -1.048 -0.962 0.222 -0.025 0.073 0.20
H 1.577 1.294 -0.632 -0.149 -0.149 0.116 0.20
H 0.720 -1.010 1.073 -0.109 0.058 -0.056 0.23
```
Positions in Å, forces in eV/Å.

# 12
Computed, not measured: a 2-piece molecular cluster, C5H6O overall in a non-equilibrium geometry, with wB97M-V/def2-TZVPD.

Summary:
LUMO (spin up / spin down): 0.33 / -0.27 eV
Energy relative to the best compared isomer or geometry (same formula, charge and spin): 5.716 eV
Kohn-Sham gap (spin up / spin down): 8.1 / 7.6 eV
E_HOMO (spin up / spin down): -7.767 / -7.833 eV
Max |F|: 3.6 eV Å⁻¹
Calculated total energy: -269.1362 a.u.

```
12
Properties=species:S:1:pos:R:3:forces:R:3:nbo_charge:R:1
O -0.288 -0.616 -3.030 -0.211 1.138 1.394 -0.46
C 0.328 0.269 0.797 -0.100 -2.246 -0.839 -0.04
C 0.275 1.585 0.589 -3.101 0.169 1.902 -0.47
C 0.708 -0.937 0.228 0.105 1.181 -2.220 -0.25
C -0.291 -0.134 -1.960 0.863 -1.825 -0.042 0.44
C -0.408 -1.044 1.144 -1.696 -0.634 1.628 -0.45
H 1.016 2.148 0.132 1.277 0.836 -0.856 0.21
H -1.506 -1.281 0.847 1.920 0.560 0.202 0.20
H -0.167 -1.563 2.133 -0.386 0.979 -1.063 0.21
H -0.610 2.101 1.059 1.291 -0.171 -0.502 0.21
H -0.442 0.879 -1.476 -0.165 0.360 -0.071 0.15
H 1.384 -1.407 -0.463 0.201 -0.348 0.468 0.24
```
Positions in Å, forces in eV/Å.